Entry 1:
81
Properties=species:S:1:pos:R:3 method="wB97M-V/def2-TZVPD" total_energy_ha=-2798.6772 lumo_ev="-5.7119 / -5.7482" orbital_gap_ev="6.087 / 6.081" charge=+2
Bi -1.0057 -0.1605 0.9147
S -2.7870 1.6714 2.2066
S 0.4664 1.9925 0.7831
O -2.4963 -1.8856 0.6154
N 1.7648 0.1297 -0.7994
N -2.3554 4.2343 1.4579
N -3.5356 3.0615 0.0363
N 2.7402 2.1912 -0.4993
N -1.7911 0.2687 -1.1625
N -2.7580 0.1538 -3.1099
N 0.2710 -0.7736 3.5992
N 3.7066 1.9893 -1.3425
N 2.2759 -0.0514 5.5232
N 0.9470 -0.7639 -0.4170
C 2.3934 -2.3944 -1.5436
C 3.8027 1.1632 -2.4888
C 0.7348 -4.4294 -0.6239
C 5.2176 -0.0228 -4.0258
C 2.8594 0.1516 -4.4479
C 1.2621 -2.0838 -0.7751
C -3.0932 -2.4168 -0.4196
C -2.5838 5.1602 0.3486
C -2.5583 -0.5131 -1.9501
C -4.3878 -3.7096 -2.5632
C 2.6955 0.8817 -3.2862
C 0.4360 -3.1146 -0.3141
C -3.7729 -2.5022 -2.7543
C 1.7248 1.3710 -0.3053
C 2.3502 -1.3731 4.8179
C -1.5061 1.4260 -1.8703
C -3.7428 -3.6615 -0.2520
C 5.0666 0.7215 -2.8667
C 1.6406 -1.2435 3.4673
C -2.8831 3.0401 1.2059
C -1.5087 4.5792 2.5760
C 0.1928 0.4819 4.3355
C 1.8604 -4.7343 -1.3758
C 4.1171 -0.3099 -4.8182
C -3.1256 -1.8165 -1.7021
C -4.3836 -4.2876 -1.2883
C -3.6190 4.4164 -0.5071
C -2.1006 1.3608 -3.0792
C 0.8524 0.3875 5.7119
C 2.6863 -3.7123 -1.8327
H 2.7537 -0.1040 6.4238
H 2.7589 0.6504 4.9572
H -0.8500 0.7763 4.4452
H -1.7849 5.5641 2.9501
H 1.8543 -2.1144 5.4436
H -0.4574 4.5848 2.2792
H -4.6214 4.8254 -0.3717
H 0.3526 -0.3567 6.3313
H 4.2404 -0.8777 -5.7302
H 2.1845 -0.5275 2.8393
H -0.3404 -1.4806 3.9943
H 0.8376 1.3448 6.2304
H 2.0024 -0.0489 -5.0769
H 5.9276 0.9461 -2.2478
H 0.6885 1.2561 3.7380
H -0.9017 2.2073 -1.4462
H -2.1129 2.0503 -3.9043
H -2.9516 6.1169 0.7160
H 2.0961 -5.7644 -1.6059
H -4.2108 2.3507 -0.1890
H 3.5628 -3.9486 -2.4209
H -3.3740 4.4249 -1.5675
H 6.1989 -0.3721 -4.3160
H -3.3046 -0.1966 -3.8766
H 3.0274 -1.5933 -1.8980
H -0.4403 -2.8856 0.2808
H 4.4971 2.5911 -1.1668
H 3.3937 -1.6590 4.6949
H 1.7182 1.2521 -3.0084
H 0.0824 -5.2197 -0.2774
H -3.7121 -4.0948 0.7392
H -4.8820 -5.2341 -1.1244
H -3.7782 -2.0907 -3.7567
H -4.8730 -4.2124 -3.3878
H -1.6586 3.8420 3.3599
H -1.6468 5.3320 -0.1879
H 1.6534 -2.2072 2.9588


Entry 2:
132
Properties=species:S:1:pos:R:3 method="wB97M-V/def2-TZVPD" total_energy_ha=-130545.7766 de_lowest_kj_mol=254.9 lumo_ev=-2.9535 orbital_gap_ev=8.141 charge=+1
Br -4.6766 4.6949 -1.3546
Br 9.6427 -1.6285 1.2239
Br -10.4610 3.5061 1.2421
Br 5.7336 7.8806 -0.5257
Br 10.4844 0.0675 -1.3414
Br 10.8426 -5.0814 -6.2275
Br -5.7163 -5.7670 -8.0643
Br 10.6154 0.8387 9.6632
Br 9.3016 -2.0965 7.5606
Br 7.5192 -5.5284 -7.9452
Br -5.2229 3.1694 4.2525
Br 3.8336 4.8827 0.4598
Br 5.8665 0.5315 4.3361
Br 7.6462 1.2649 8.5542
Br 8.1218 0.5851 11.6335
Br 7.5645 5.4798 0.4998
Br 0.3208 5.5759 -2.4265
Br -2.2923 2.0380 4.3044
Br -7.4614 2.4757 1.5101
Br -5.6902 2.5843 -3.5368
Br -8.5234 4.8073 3.4088
Br 6.7015 2.2448 1.7798
Br 0.9961 3.5227 0.8547
Br -2.5410 -5.5321 -7.9782
Br 7.1641 8.0674 2.3210
Br 5.8686 -0.8188 1.4471
Br -3.1265 4.3379 6.3703
Br 2.5450 -4.8417 -2.2025
Br -6.7340 -2.1707 -2.6783
Br 10.6625 -1.9007 -6.3434
Br -0.7426 8.2468 -3.8008
Br 7.3446 -2.9033 -6.1294
Br -12.1719 4.9006 5.0144
Br -10.6063 3.4467 -3.0184
Br 5.8752 -2.9991 -8.9507
Br 10.1520 -0.4639 4.9612
Br -5.5919 -2.7070 -5.5976
Br 1.3238 6.6979 1.2402
Br 9.6838 -3.0038 -1.6500
Br -4.2675 -3.2986 -9.4590
Br -4.4439 1.5702 -0.7244
Br 2.3778 7.8551 -3.2698
Br 9.3648 -3.5426 4.7156
Br -13.5677 2.2715 -3.0983
Br 13.0866 -3.3082 -4.8247
Br -13.1056 5.4179 -2.8798
Br -10.0167 3.6190 6.9812
Br -8.3422 -1.1373 -5.2292
Br -11.9158 1.7373 5.2446
Cl 1.8102 -1.6119 1.3649
Cl -2.2971 -1.4638 4.5330
Cl -0.3769 0.1129 2.7984
S 0.9323 -2.5281 -2.8159
S 2.4522 -0.3767 -1.0336
P -0.0352 1.2924 -0.1618
F 2.9462 0.6492 0.0137
O -2.5651 -0.9637 -2.4406
O -0.4179 -3.1897 -0.8362
O 2.0485 0.2786 -2.2221
O 3.5119 -1.2919 -1.1993
O -3.5806 0.7066 1.1348
O -0.3309 1.8474 -1.6625
O -1.2171 1.9503 0.6778
N -0.2159 -0.6464 -0.2386
N -2.5963 -1.0036 -0.1657
C -2.2777 -1.7067 2.8293
C -1.4216 -1.0689 2.0197
C 1.4136 -4.9943 0.3440
C -8.9833 3.2150 2.4380
C -1.0697 -2.8454 0.3668
C -3.7034 2.7960 5.3735
C 1.9535 -3.8770 -0.5747
C -11.7522 3.4213 6.1693
C -7.1782 -2.4956 -4.5312
C 7.3855 -3.6081 -7.9226
C -12.4276 3.6734 -2.4339
C -4.4237 2.9487 -2.1164
C -3.3387 -2.6899 2.4180
C 0.9076 -2.7486 -0.9924
C -4.1396 -5.1609 -8.9870
C 9.3997 -1.3713 -0.6657
C 11.2288 -3.4314 -5.3211
C -1.3717 -1.3069 0.5143
C 1.0739 -1.3803 -0.2418
C 1.6132 -4.7873 1.8663
C -2.8846 -1.6209 -1.4718
C -3.6144 -0.2524 0.3865
C -3.5410 -2.9574 -1.7204
C 2.1661 4.9749 1.4044
C 8.8322 1.4466 10.0661
C -5.1149 -0.7722 0.0539
C 7.2729 7.3872 0.5251
C 5.6100 0.8073 2.4453
C 0.5943 7.4690 -2.6573
C 9.0683 -1.8922 5.6641
H -12.4797 3.4201 6.9680
H 8.1349 7.8452 0.0624
H 0.7013 -4.4293 2.3547
H -7.7183 -3.4309 -4.5684
H -4.0729 -5.7211 -9.9084
H -0.4843 -3.1984 1.2180
H -4.3689 -2.8574 -2.4278
H 2.4182 -4.1063 2.1287
H 2.3795 4.8263 2.4537
H -2.0083 2.0974 0.1157
H 8.9004 2.5019 10.2860
H 10.6509 -3.4280 -4.4082
H 4.5794 1.1022 2.3054
H -3.6053 -2.6888 1.3696
H -1.9766 -3.4374 0.3904
H 8.3674 -1.0874 -0.8164
H 8.2747 -3.2156 -8.3977
H -4.2089 -2.5442 3.0553
H 2.1340 -2.0205 -3.1334
H -9.3024 2.4798 3.1645
H -5.1691 -1.8637 0.1255
H -2.9746 -3.6957 2.6589
H -3.8087 -3.5062 -0.8165
H -12.4274 3.5981 -1.3561
H -0.4754 -0.7826 -1.2418
H -4.0034 2.0468 6.0921
H 0.4868 7.9242 -1.6829
H 0.3735 -5.2651 0.1650
H 1.9867 -5.8825 0.0952
H 8.0364 -1.6157 5.4993
H -5.8053 -0.3749 0.7965
H -3.4382 2.9316 -2.5632
H -0.2687 1.1496 -2.3342
H 2.8884 -3.5075 -0.1693
H -2.7790 -3.5712 -2.2118
H 1.7903 -5.7666 2.3095
H -5.4947 -0.4485 -0.8951


| no. | molecular weight (g/mol) |
| --- | --- |
| 1 | 826.81 |
| 2 | 4673.39 |